{"formula": "C43H83N4O10Si", "method": "ωB97M-V with the def2-TZVPD basis set", "spin_multiplicity": 4, "energy_ha": -2948.91207, "s_squared": 3.763, "e_homo_ev": [-7.79, -7.79], "max_force_ev_per_a": 3.8, "total_charge": 0, "species": ["C", "Si", "C", "C", "C", "N", "C", "C", "O", "O", "C", "C", "C", "C", "C", "O", "O", "O", "C", "C", "C", "C", "C", "O", "O", "H", "H", "H", "H", "H", "H", "H", "H", "H", "H", "H", "H", "H", "H", "H", "H", "H", "H", "H", "H", "H", "H", "H", "H", "H", "H", "H", "H", "H", "C", "C", "C", "C", "C", "C", "N", "O", "C", "C", "C", "H", "H", "H", "H", "H", "H", "H", "H", "H", "H", "H", "H", "H", "H", "H", "H", "H", "H", "C", "C", "C", "C", "C", "C", "N", "O", "C", "C", "C", "H", "H", "H", "H", "H", "H", "H", "H", "H", "H", "H", "H", "H", "H", "H", "H", "H", "H", "C", "C", "C", "C", "C", "C", "N", "O", "C", "C", "C", "H", "H", "H", "H", "H", "H", "H", "H", "H", "H", "H", "H", "H", "H", "H", "H", "H", "H"], "positions_angstrom": [[2.934193, -3.980203, 5.182483], [2.579018, -2.959728, 3.590708], [3.354126, -1.226619, 3.619011], [3.462305, -3.935698, 2.176719], [0.668535, -3.003388, 3.346242], [0.428527, -3.592575, 1.964640], [-1.021741, -3.659506, 1.582811], [-1.524869, -5.102087, 1.956030], [-1.412996, -5.483876, 3.146421], [-2.047552, -5.855464, 1.056210], [-1.912334, -2.467480, 2.114488], [-3.359501, -3.052418, 2.394056], [-4.409851, -1.876059, 2.710729], [-5.436011, -2.507447, 3.748265], [-6.451752, -1.469636, 4.323021], [-6.318078, -0.293998, 4.145353], [-7.516201, -1.973080, 5.077933], [-1.485616, -1.886847, 3.355945], [-0.057241, -1.606197, 3.361391], [0.188738, -0.722727, 4.639928], [0.706627, 0.716510, 4.174154], [-0.383163, 1.834922, 4.290400], [-1.593009, 1.604914, 3.322813], [-1.462082, 1.502043, 2.139149], [-2.869571, 1.566215, 3.891521], [4.017391, -4.270539, 5.155255], [2.305526, -4.914161, 5.095446], [2.669601, -3.435068, 6.122480], [3.142755, -0.614147, 2.709151], [3.018434, -0.730125, 4.574533], [4.467248, -1.373462, 3.754274], [2.930071, -4.901771, 1.933694], [4.493504, -4.240713, 2.506853], [3.557428, -3.255614, 1.290433], [0.160750, -3.716575, 4.060824], [0.968794, -3.127543, 1.227822], [0.753282, -4.572249, 2.035852], [-1.057772, -3.598217, 0.455362], [-2.022872, -1.689064, 1.303437], [-3.352687, -3.688803, 3.323116], [-3.738347, -3.596698, 1.494697], [-4.906031, -1.570216, 1.758509], [-3.846382, -1.062199, 3.227788], [-4.807060, -2.850924, 4.625607], [-5.942360, -3.424658, 3.347348], [-7.187364, -2.580177, 5.767245], [0.140177, -1.046119, 2.398210], [0.822361, -1.188879, 5.433732], [-0.814623, -0.527381, 5.120733], [1.546959, 1.003462, 4.872524], [1.171017, 0.655567, 3.150250], [-0.708185, 2.034178, 5.350798], [0.104548, 2.796806, 3.949765], [-2.785895, 1.149649, 4.771677], [-2.223834, 1.643443, -2.665371], [-1.487644, 0.446887, -2.011591], [0.015386, 0.505528, -2.346645], [0.346047, 0.082614, -3.774272], [-0.275311, -1.270982, -4.099155], [-1.786274, -1.318313, -3.818102], [-2.125673, -0.829451, -2.450334], [-1.783283, -1.777067, -1.583946], [-2.529067, -0.485120, -4.885872], [-2.289803, -2.753756, -4.063388], [-1.637667, 0.691437, -0.498923], [-3.266973, 1.400186, -2.880333], [-2.246492, 2.513337, -2.006523], [-1.749834, 1.982683, -3.587550], [0.570605, -0.146725, -1.661966], [0.394975, 1.517203, -2.174090], [0.009370, 0.841360, -4.487288], [1.432157, 0.020795, -3.891686], [-0.081152, -1.514327, -5.148088], [0.237584, -2.041587, -3.511658], [-3.598192, -0.431348, -4.666490], [-2.422521, -0.941422, -5.872947], [-2.152447, 0.529627, -4.992502], [-1.766514, -3.493130, -3.455106], [-2.133360, -3.044201, -5.104422], [-3.359333, -2.835449, -3.855041], [-2.686222, 0.649904, -0.193188], [-1.253000, 1.671921, -0.223488], [-1.077333, -0.030919, 0.096871], [4.738275, -4.210741, -5.967178], [4.736845, -2.660499, -5.975758], [6.071331, -2.134795, -6.539935], [7.239721, -2.247963, -5.565848], [6.886893, -1.628410, -4.218522], [5.584107, -2.189522, -3.625713], [4.454513, -2.157017, -4.599326], [4.042401, -0.899180, -4.700372], [5.829026, -3.633924, -3.135314], [5.257609, -1.417806, -2.332967], [3.627620, -2.289772, -6.980517], [4.096172, -4.605492, -5.176609], [4.352206, -4.621298, -6.902439], [5.735995, -4.634910, -5.847468], [5.962317, -1.080871, -6.819451], [6.319681, -2.668026, -7.462452], [7.536919, -3.293716, -5.442032], [8.110835, -1.735746, -5.984373], [7.714689, -1.787059, -3.520811], [6.802147, -0.542854, -4.343525], [4.900862, -4.090312, -2.782439], [6.533561, -3.642863, -2.300029], [6.263476, -4.286590, -3.888785], [5.169230, -0.342508, -2.495718], [6.049003, -1.553862, -1.592714], [4.324447, -1.774273, -1.888554], [2.649017, -2.628159, -6.629674], [3.813827, -2.759147, -7.948294], [3.573409, -1.216008, -7.168041], [-3.877638, 5.876080, 0.055455], [-2.847627, 5.364857, 1.095517], [-3.541419, 5.124220, 2.450462], [-3.859146, 6.405126, 3.215916], [-2.621960, 7.288111, 3.337613], [-1.957317, 7.575688, 1.981307], [-1.716319, 6.334061, 1.190973], [-0.680842, 5.703042, 1.732866], [-2.839530, 8.559146, 1.180843], [-0.659669, 8.369194, 2.225621], [-2.407654, 3.993361, 0.548089], [-3.400713, 6.499345, -0.704553], [-4.351572, 5.052804, -0.483177], [-4.693289, 6.442894, 0.506536], [-2.902962, 4.498324, 3.084377], [-4.464627, 4.557462, 2.299064], [-4.674213, 6.950558, 2.730757], [-4.222475, 6.148702, 4.215367], [-2.896022, 8.227624, 3.827029], [-1.905775, 6.797451, 4.007001], [-2.435635, 8.720365, 0.178432], [-2.878146, 9.532490, 1.675953], [-3.875002, 8.241549, 1.083049], [0.034427, 7.847384, 2.886286], [-0.877815, 9.327340, 2.701981], [-0.144471, 8.577968, 1.284809], [-1.896307, 4.098088, -0.413174], [-3.270378, 3.342176, 0.393464], [-1.747004, 3.460850, 1.232254]], "forces_ev_per_angstrom": [[-0.20, 0.06, -0.50], [1.15, -0.83, 0.63], [0.29, -0.16, 0.88], [-0.25, -0.15, 0.12], [-0.02, 0.99, -0.17], [-0.24, -0.47, 0.70], [-1.18, -0.14, -1.68], [-1.94, -3.23, -0.67], [1.13, 1.43, 0.15], [1.39, 2.78, 0.80], [-1.40, -0.98, 0.00], [-0.54, 1.40, 0.20], [0.43, -1.53, 0.60], [0.33, 0.41, 0.18], [0.77, -0.64, -0.18], [-0.55, -0.43, 0.08], [0.88, 0.35, 0.00], [0.93, -0.04, -0.73], [-1.15, -0.92, 0.51], [-0.54, 1.06, -0.87], [0.65, -0.33, 1.19], [0.22, 0.51, -0.46], [-0.19, -0.11, 0.98], [0.01, 0.00, 0.66], [1.54, -0.45, -0.12], [-0.95, 0.25, 0.32], [0.67, 0.87, 0.26], [0.32, -0.57, -0.68], [0.22, -0.36, 0.86], [0.26, -0.15, -1.18], [-1.09, 0.18, -0.40], [0.57, 1.01, -0.05], [-0.94, 0.47, -0.26], [-0.05, -0.86, 0.45], [0.40, 0.77, -0.76], [-0.08, -0.02, 0.36], [-0.21, 0.43, -0.29], [0.07, -0.06, 1.15], [0.45, -0.53, 0.84], [0.47, 0.25, -1.30], [0.56, 0.08, 0.86], [0.37, 0.14, 0.97], [-0.77, -0.33, -0.69], [-0.73, 0.25, -0.76], [0.32, 0.90, 0.32], [-0.12, 0.06, -0.67], [0.22, -0.34, 0.97], [-0.30, 0.26, -0.87], [0.94, -0.62, -0.51], [-0.83, -0.08, -0.78], [-0.74, 0.27, 0.98], [0.26, -0.54, -1.00], [-0.66, -0.90, 0.22], [-0.18, 0.52, -0.36], [-0.09, 0.13, -0.35], [-0.40, 2.08, 0.31], [0.14, -0.41, -0.29], [0.09, 0.04, -0.02], [0.30, 0.19, 0.39], [-0.78, -0.14, -2.07], [2.66, -1.96, 1.51], [-1.00, 0.77, -0.60], [0.00, 0.38, -0.02], [0.05, -0.20, 0.71], [-0.09, -0.81, -0.17], [0.09, -0.07, -0.02], [0.16, -0.19, 0.09], [-0.08, -0.10, -0.04], [-0.18, -0.06, 0.06], [-0.24, 0.00, 0.11], [-0.05, -0.03, 0.02], [-0.06, 0.02, -0.03], [-0.25, -0.04, 0.04], [-0.17, 0.00, 0.08], [0.07, -0.01, 0.06], [0.07, -0.15, 0.17], [-0.04, 0.01, 0.11], [-0.08, 0.15, 0.12], [0.05, 0.29, 0.01], [0.06, 0.03, 0.05], [0.06, -0.03, 0.00], [-0.01, -0.04, -0.33], [-0.12, -0.06, -0.12], [0.17, -0.28, 0.17], [-0.25, -1.75, -1.32], [0.25, 0.34, 0.31], [0.01, -0.06, -0.02], [-0.01, 0.19, -0.46], [0.81, -1.18, 1.66], [0.72, 3.32, -0.96], [-0.31, -1.32, 0.41], [0.05, -0.28, -0.20], [-0.45, 0.48, -0.32], [-0.25, 0.66, 0.42], [0.08, 0.08, 0.00], [0.05, 0.24, -0.01], [-0.04, 0.02, 0.12], [-0.17, -0.03, 0.10], [-0.24, -0.08, 0.06], [-0.04, 0.01, 0.03], [-0.04, -0.05, 0.02], [-0.21, -0.07, 0.13], [-0.19, -0.06, 0.03], [0.01, 0.06, -0.07], [-0.07, 0.21, -0.05], [-0.11, 0.02, -0.05], [-0.12, -0.11, -0.14], [0.06, -0.20, -0.21], [0.00, 0.01, -0.09], [0.06, 0.02, 0.03], [0.20, -0.15, 0.20], [-0.02, -0.04, 0.23], [-0.21, 0.31, -0.06], [-1.64, -0.67, -1.38], [0.20, 0.27, 0.38], [-0.03, 0.00, -0.03], [-0.11, -0.47, 0.12], [-0.48, 2.11, -0.21], [1.37, -1.72, 2.81], [-0.56, 0.70, -1.09], [-0.32, -0.07, -0.15], [0.43, -0.58, -0.01], [0.81, 0.21, 0.28], [0.01, 0.01, 0.11], [0.13, -0.08, 0.21], [0.09, 0.09, -0.03], [0.11, 0.02, -0.15], [0.14, -0.03, -0.21], [0.05, 0.01, -0.02], [-0.01, 0.01, -0.07], [0.14, 0.07, -0.21], [0.09, -0.02, -0.18], [0.01, -0.07, 0.05], [0.17, -0.13, 0.09], [0.05, -0.08, -0.06], [-0.07, -0.13, -0.16], [-0.26, -0.11, -0.09], [-0.03, -0.07, 0.03], [0.00, 0.11, 0.06], [-0.12, 0.26, 0.08], [0.00, 0.31, -0.19]]}